19
Properties=species:S:1:pos:R:3:forces:R:3 method="wB97M-V/def2-TZVPD" total_energy_ev=-22235.747 homo_lumo_gap_ha="0.227 / 0.234" homo_energy_ev="-5.47 / -9.63" multiplicity=3
C -3.3542 -0.5123 -0.4037 -0.48 -0.96 0.01
C 2.1785 -0.4488 -0.7994 -0.07 -1.51 -0.76
C 1.0085 -1.1854 -1.1887 -1.67 0.71 0.82
C 2.0063 0.8158 -0.2585 0.09 2.91 1.37
C -0.2117 -0.5609 -1.1068 0.86 -2.24 -1.44
C 0.8304 1.4471 -0.2048 3.79 2.77 1.93
C -0.2558 0.7981 -0.7106 -4.80 1.77 -0.46
C -2.7171 0.4066 0.4502 0.15 0.04 2.25
N -3.9131 -1.3059 -0.9963 -0.64 -0.93 -1.01
N -1.8882 -0.3079 1.4715 1.16 -0.36 -1.56
S -1.8157 1.5984 -0.6171 1.15 0.39 0.15
H 3.1960 -0.7259 -0.7739 0.66 -1.31 -0.49
H 1.0323 -2.2299 -1.3207 0.22 -1.04 -0.74
H 2.8671 1.3147 0.1638 0.10 0.00 0.08
H -1.1836 -0.9068 -1.4947 0.89 -0.70 0.32
H 0.8625 2.4273 0.3360 -0.72 -0.91 -0.82
H -3.5687 0.8589 1.0196 0.88 0.50 -0.60
H -1.4096 -1.1268 0.9739 -0.82 1.45 0.97
H -1.1032 0.3308 1.7128 -0.76 -0.58 -0.02

***

16
Properties=species:S:1:pos:R:3:forces:R:3 method="wB97M-V/def2-TZVPD" total_energy_ev=-11237.462 homo_lumo_gap_ha=0.251 homo_energy_ev=-8.64 multiplicity=1
C 0.5333 -0.4812 -0.5221 -0.07 -6.74 1.46
C -0.6976 -0.4572 0.2790 1.58 3.70 0.30
C -1.5720 0.7668 -0.1053 -0.70 0.49 1.72
H 2.6487 -0.0791 -2.3944 -2.58 1.30 0.11
H 1.2866 1.3092 -3.0108 2.83 -3.23 2.51
H 0.9617 -1.5235 -0.5948 0.45 1.08 0.24
H -1.6452 0.8724 -1.2659 -0.42 -0.25 2.20
H -1.0479 1.9107 0.3773 -1.33 -3.61 -1.90
H -1.8517 0.8916 2.2538 -1.95 -1.80 -2.97
H 0.5994 -1.5724 2.8763 -1.06 -0.43 -1.40
H 1.2587 -0.5717 1.7525 -2.16 -3.61 -0.17
N 1.7717 0.5526 -2.2645 -2.06 1.59 -0.89
N 0.7587 0.4117 -1.2964 2.10 4.64 -4.47
N -0.7366 -0.9290 1.4655 0.46 -0.20 0.29
N 0.5171 -1.5322 1.8227 2.77 4.03 1.46
O -2.7849 0.4313 0.6269 2.14 3.03 1.53

***

45
Properties=species:S:1:pos:R:3:forces:R:3 method="wB97M-V/def2-TZVPD" total_energy_ev=-36365.823 homo_lumo_gap_ha=0.315 homo_energy_ev=-7.85 smiles="CCCCOC[C@H](O)CCc1n[nH]c(=S)n1-c1ccccc1" multiplicity=1
C 6.9238 1.1318 -1.1605 0.07 -0.13 0.20
C 6.6919 0.0433 -0.1186 -0.18 -0.02 -0.19
C 5.2237 -0.3604 0.0092 -0.05 0.20 0.22
C 4.3504 0.7610 0.5799 0.29 -0.14 -0.06
O 3.0695 0.3308 0.9862 -0.26 -0.05 0.07
C 2.1989 -0.0194 -0.0688 -0.39 -0.09 0.06
C 0.7962 -0.1698 0.5309 0.35 0.40 -0.53
C -0.2114 -0.6127 -0.5299 0.14 0.07 0.46
H -0.1924 0.0908 -1.3615 0.01 0.00 -0.08
H 0.0848 -1.5992 -0.8894 0.03 -0.01 -0.05
C -1.6232 -0.7105 0.0504 0.30 -0.12 -0.12
C -2.2678 0.6164 0.2182 0.15 0.17 -0.05
N -1.6533 1.7466 0.3522 0.69 -0.31 -0.02
N -2.6218 2.6904 0.4211 -0.67 -0.77 -0.13
C -3.8650 2.1575 0.3163 0.21 0.34 0.12
S -5.2904 2.9637 0.3592 -0.64 0.44 0.06
N -3.6340 0.8007 0.1878 0.42 0.84 0.12
C -4.6362 -0.1800 0.0415 -0.48 -0.45 -0.06
C -4.6505 -1.2915 0.8753 0.03 0.25 -0.05
C -5.6424 -2.2433 0.7249 -0.03 -0.09 -0.01
C -6.6208 -2.0852 -0.2426 -0.03 -0.05 0.03
C -6.6085 -0.9700 -1.0633 0.02 -0.01 -0.01
C -5.6173 -0.0153 -0.9281 0.15 -0.02 -0.01
H -5.6044 0.8581 -1.5605 0.02 0.06 -0.02
H -7.3731 -0.8402 -1.8139 -0.06 0.01 -0.07
H -7.3959 -2.8284 -0.3522 -0.07 -0.06 0.00
H -5.6545 -3.1065 1.3731 0.00 -0.07 0.05
H -3.9011 -1.3986 1.6444 0.07 0.00 0.08
H -2.3996 3.6647 0.5341 -0.11 -0.10 -0.02
H -1.5439 -1.2098 1.0196 -0.15 -0.07 -0.05
H -2.2590 -1.3216 -0.5948 0.02 0.02 0.09
O 0.8128 -1.1394 1.5569 0.03 -0.28 0.17
H 1.5901 -0.9536 2.0975 -0.03 0.00 0.05
H 0.4876 0.8019 0.9423 0.13 -0.16 -0.11
H 2.1961 0.7622 -0.8409 -0.01 -0.01 0.02
H 2.5053 -0.9709 -0.5261 -0.04 0.06 0.00
H 4.8096 1.1580 1.4895 0.06 0.05 -0.12
H 4.2479 1.5756 -0.1507 0.01 0.00 0.10
H 5.1441 -1.2208 0.6779 -0.08 -0.03 -0.02
H 4.8473 -0.6588 -0.9717 -0.02 -0.09 -0.02
H 7.2687 -0.8413 -0.3980 0.04 0.01 0.09
H 7.0590 0.3843 0.8519 0.06 -0.07 0.06
H 7.9885 1.3210 -1.2754 0.07 0.09 -0.07
H 6.5254 0.8265 -2.1258 -0.04 0.01 -0.13
H 6.4447 2.0621 -0.8674 -0.03 0.15 -0.05

***

ΔE to the lowest compared entry with this formula, charge and spin in kcal per mole, matching the order above: 27.6; 280.5; 37.5